w:
Density functional theory data (ωB97M-V/def2-TZVPD) for a 9-piece molecular cluster, C36H99N9O9 overall.

```
153
Properties=species:S:1:pos:R:3:lowdin_charge:R:1
C -0.4569 1.5882 -2.8937 -0.150
O -1.6812 1.5412 -3.5487 -0.223
C -2.0953 2.9000 -3.7948 -0.184
C -3.1066 2.8356 -4.9135 -0.433
C -4.3658 2.0563 -4.6126 -0.065
N -2.4554 2.4074 -6.1870 0.072
H 0.2739 2.0686 -3.5576 0.079
H -0.0857 0.6237 -2.5434 0.078
H -0.5470 2.1874 -1.9917 0.066
H -2.5439 3.2875 -2.8277 0.140
H -1.2613 3.5685 -4.0680 0.129
H -3.4280 3.8965 -4.9649 0.135
H -5.1117 2.4015 -5.3347 0.080
H -4.6930 2.2478 -3.6025 0.070
H -4.1965 0.9738 -4.6874 0.083
H -1.8287 1.6202 -5.9727 0.059
H -3.1335 2.1048 -6.8060 0.030
C 3.0718 3.2354 -2.7378 -0.096
O 3.0380 2.9802 -1.3698 -0.182
C 1.7490 2.9576 -0.8298 -0.236
C 1.5906 3.2406 0.6403 -0.439
C 2.5625 2.3975 1.4018 -0.063
N 0.2583 3.0411 1.2358 0.073
H 2.9720 4.3075 -2.9258 0.090
H 2.2501 2.7675 -3.2659 0.055
H 3.9852 2.8680 -3.1067 0.082
H 1.1649 3.6901 -1.4017 0.117
H 1.2718 1.9796 -1.0501 0.101
H 1.7609 4.3320 0.8139 0.149
H 2.5194 2.4637 2.4984 0.085
H 3.5799 2.5499 1.0427 0.068
H 2.3097 1.2726 1.1104 0.105
H -0.2031 2.1804 0.9178 0.040
H -0.3949 3.7308 0.8931 0.065
C -2.6418 2.1943 2.8477 -0.088
O -3.5950 1.4277 3.5323 -0.159
C -3.1683 0.1280 3.6752 -0.247
C -4.0267 -0.7225 4.6207 -0.444
C -3.9500 -0.2954 6.0800 -0.061
N -3.5799 -2.1093 4.4890 0.028
H -1.6719 1.8726 3.1719 0.071
H -2.8356 3.2224 3.0583 0.087
H -2.7695 1.9460 1.7834 0.068
H -3.2181 -0.4625 2.7318 0.120
H -2.1223 0.0482 4.0858 0.136
H -5.0545 -0.6468 4.2816 0.130
H -4.7527 -0.7866 6.6968 0.089
H -4.1101 0.7848 6.1120 0.076
H -3.0000 -0.5228 6.5532 0.069
H -3.8107 -2.4392 3.5637 0.068
H -3.9465 -2.7697 5.1996 0.095
C -1.8383 6.9649 -0.3104 -0.093
O -0.4154 6.8377 -0.2917 -0.236
C 0.1907 7.0415 -1.6157 -0.173
C 1.7071 7.2691 -1.4874 -0.444
C 2.1693 8.3404 -0.5357 -0.072
N 2.0918 7.5491 -2.8597 0.020
H -2.2312 6.5173 0.5558 0.067
H -2.0792 6.4876 -1.2613 0.075
H -2.0649 8.0572 -0.3972 0.100
H -0.0761 6.1628 -2.2005 0.110
H -0.2728 7.9886 -2.0708 0.144
H 2.1435 6.3098 -1.1655 0.131
H 3.2606 8.4782 -0.5202 0.080
H 1.8043 8.1374 0.4762 0.076
H 1.8452 9.3769 -0.6639 0.078
H 3.0974 7.7096 -2.9050 0.077
H 1.6351 8.2984 -3.3481 0.067
C 3.4574 -2.2373 3.1732 -0.099
O 2.3001 -1.9417 3.9798 -0.237
C 2.0708 -2.8504 5.0521 -0.197
C 0.6898 -2.5915 5.6379 -0.461
C 0.5001 -3.6190 6.7795 -0.061
N -0.3117 -2.6844 4.6572 0.075
H 3.3702 -3.1691 2.6345 0.066
H 4.3860 -2.3684 3.7422 0.087
H 3.5630 -1.4015 2.4217 0.098
H 2.1702 -3.8667 4.6673 0.122
H 2.9417 -2.6591 5.7389 0.142
H 0.6836 -1.5855 6.1639 0.152
H 0.6671 -4.6602 6.4587 0.082
H -0.4708 -3.4731 7.1526 0.049
H 1.2156 -3.4126 7.6077 0.086
H -1.1912 -2.3775 4.9716 0.031
H -0.0681 -2.1202 3.8461 0.047
C 5.6081 -3.8168 -0.1533 -0.090
O 5.0183 -2.5193 -0.0649 -0.198
C 4.1804 -2.3010 -1.1601 -0.235
C 3.6914 -0.8466 -1.0803 -0.430
C 2.7803 -0.6018 -2.2615 -0.067
N 4.8345 0.0592 -0.9976 0.082
H 6.5015 -3.7158 -0.7739 0.092
H 5.0164 -4.6187 -0.4583 0.063
H 5.9772 -4.0317 0.8785 0.101
H 4.7506 -2.5113 -2.0873 0.140
H 3.3265 -2.9461 -1.1172 0.109
H 3.0453 -0.8725 -0.1322 0.128
H 2.0458 -1.3600 -2.2253 0.045
H 3.2757 -0.5309 -3.2619 0.102
H 2.2453 0.3867 -2.1730 0.069
H 4.5658 1.0072 -0.8388 0.043
H 5.3682 -0.2224 -0.1971 0.063
C 1.3047 1.2539 -6.2033 -0.109
O 0.2670 0.3049 -5.9392 -0.197
C 0.8522 -0.9230 -5.4312 -0.209
C -0.1538 -1.9878 -5.2204 -0.411
C -1.1790 -1.4956 -4.1857 -0.042
N 0.3853 -3.3247 -4.7115 0.054
H 1.9344 0.9024 -7.0403 0.089
H 1.9967 1.4755 -5.3169 0.091
H 0.8817 2.2222 -6.4696 0.083
H 1.5713 -1.3292 -6.1749 0.136
H 1.3296 -0.6812 -4.5166 0.079
H -0.6705 -2.1606 -6.1472 0.132
H -0.5746 -1.4507 -3.3002 0.048
H -1.8633 -2.2888 -4.0568 0.067
H -1.6225 -0.5232 -4.4130 0.070
H 0.7554 -3.1202 -3.7777 0.058
H 1.0557 -3.6325 -5.4150 0.066
C -4.7885 -6.8573 1.3242 -0.127
O -3.8896 -6.3709 2.2794 -0.206
C -2.5427 -6.8773 2.0603 -0.181
C -1.4494 -5.8764 2.5719 -0.475
C -0.1170 -6.4073 2.2858 -0.087
N -1.6394 -5.7162 4.0319 0.057
H -4.8673 -7.9421 1.5347 0.103
H -4.4687 -6.5209 0.3585 0.079
H -5.7445 -6.4350 1.4460 0.065
H -2.3840 -7.8441 2.6232 0.140
H -2.3148 -6.9945 0.9626 0.126
H -1.6435 -5.0199 1.9455 0.116
H 0.1470 -7.1603 2.9832 0.073
H 0.6033 -5.5959 2.4475 0.071
H 0.0419 -6.6797 1.2408 0.088
H -2.5888 -5.3451 4.2714 0.082
H -1.0188 -4.9512 4.2549 0.020
C -2.5660 0.7188 -0.4664 -0.109
O -1.3450 0.4067 0.1976 -0.234
C -1.1317 -1.0221 0.2489 -0.166
C 0.2384 -1.2007 0.8775 -0.465
C 0.5993 -2.6233 0.9177 -0.049
N 0.3095 -0.5216 2.1408 0.097
H -3.4682 0.2098 -0.0263 0.107
H -2.5363 0.4281 -1.5302 0.081
H -2.6533 1.8105 -0.3792 0.084
H -1.8706 -1.5226 0.8663 0.119
H -1.1924 -1.5472 -0.7202 0.128
H 0.9197 -0.6538 0.2097 0.112
H 0.5322 -3.0966 -0.0184 0.062
H 0.0217 -3.2724 1.5920 0.077
H 1.6906 -2.7498 1.1495 0.081
H 0.0031 0.4444 1.9891 0.060
H 1.1556 -0.6946 2.6266 0.042
```

* HOMO: -8.58 eV
* SMILES: COC[C@H](C)N.COC[C@H](C)N.COC[C@H](C)N.COC[C@H](C)N.COC[C@H](C)N.COC[C@H](C)N.COC[C@H](C)N.COC[C@H](C)N.COC[C@H](C)N
* Kohn-Sham gap: 9.101 eV

***

x:
Density functional theory data (ωB97M-V/def2-TZVPD) for a 9-piece molecular cluster, C36H99N9O9 overall.

```
153
Properties=species:S:1:pos:R:3:lowdin_charge:R:1
C -2.4829 -1.9627 -14.8113 -0.097
O -2.9296 -1.6098 -13.4904 -0.195
C -2.5897 -0.2964 -13.1394 -0.236
C -2.9363 -0.0702 -11.6462 -0.382
C -2.3826 1.2939 -11.1066 -0.064
N -2.3608 -1.1763 -10.7699 0.034
H -1.4099 -2.1538 -14.8240 0.089
H -2.8573 -1.3509 -15.6320 0.084
H -2.9862 -2.8811 -15.1135 0.081
H -1.5224 -0.1671 -13.3188 0.122
H -3.1433 0.4445 -13.7162 0.120
H -4.0176 -0.0241 -11.5172 0.126
H -2.8213 1.4399 -10.1195 0.074
H -2.7199 2.0049 -11.8608 0.071
H -1.2979 1.2793 -10.9999 0.070
H -2.5040 -2.0705 -11.2172 0.052
H -1.3870 -0.9487 -10.6285 0.051
C 4.6167 -0.7585 -9.8551 -0.094
O 4.8458 -0.3488 -8.5022 -0.179
C 6.1809 -0.0246 -8.2152 -0.232
C 6.2501 0.2288 -6.7451 -0.417
C 5.6076 1.5550 -6.3411 -0.094
N 7.5572 0.5640 -6.1843 0.006
H 5.0771 -0.1110 -10.6014 0.086
H 3.5304 -0.7268 -9.9378 0.085
H 4.8601 -1.7905 -10.1079 0.082
H 6.7211 -0.9387 -8.4616 0.128
H 6.6451 0.8093 -8.7417 0.128
H 5.7025 -0.5782 -6.2583 0.142
H 5.7885 1.9335 -5.3351 0.076
H 4.5219 1.4869 -6.4102 0.069
H 5.9925 2.2421 -7.0946 0.079
H 7.6980 0.8955 -5.2408 0.071
H 7.9615 1.2783 -6.7728 0.063
C -3.0498 -8.4341 11.0221 -0.114
O -2.4289 -8.4001 12.3048 -0.211
C -3.0443 -9.3834 13.3151 -0.119
C -2.3608 -9.1774 14.6864 -0.505
C -2.6592 -7.8437 15.2917 -0.074
N -0.9521 -9.1686 14.6139 0.036
H -3.6840 -7.5746 10.8048 0.080
H -3.7198 -9.2925 11.0720 0.074
H -2.3539 -8.5364 10.1894 0.082
H -4.1161 -9.2167 13.4231 0.114
H -3.0139 -10.4488 13.0868 0.114
H -2.7322 -9.9896 15.3113 0.138
H -2.2646 -7.2121 14.4957 0.079
H -2.0379 -7.6263 16.1605 0.080
H -3.7074 -7.7267 15.5669 0.081
H -0.6748 -10.0554 14.2179 0.078
H -0.8445 -8.5601 13.8151 0.066
C -0.1123 -3.9915 1.7598 -0.098
O -0.8495 -2.9905 1.0545 -0.222
C -0.3579 -2.7200 -0.3056 -0.168
C -0.9014 -1.3667 -0.8827 -0.408
C -0.5096 -1.1775 -2.3366 -0.087
N -0.2202 -0.2694 -0.1514 0.017
H -0.3325 -4.9744 1.3434 0.086
H -0.4512 -3.8079 2.7794 0.088
H 0.9220 -3.6591 1.6712 0.081
H 0.7285 -2.6439 -0.3501 0.115
H -0.6276 -3.5527 -0.9552 0.116
H -1.9564 -1.2184 -0.6524 0.133
H 0.5539 -1.2233 -2.5707 0.080
H -0.9161 -0.2748 -2.7926 0.074
H -0.8272 -1.9017 -3.0867 0.070
H -0.7186 0.5529 -0.4603 0.062
H -0.4258 -0.3080 0.8367 0.063
C -11.4678 3.0246 -5.1423 -0.093
O -10.4902 2.1740 -4.4658 -0.174
C -9.2817 2.8350 -4.1763 -0.207
C -9.0047 2.7287 -2.6794 -0.487
C -8.0167 3.6803 -2.1165 -0.071
N -8.6270 1.4079 -2.3129 0.037
H -12.4362 2.5243 -5.1338 0.081
H -11.2551 3.1421 -6.2049 0.077
H -11.6775 4.0595 -4.8723 0.082
H -8.4649 2.2892 -4.6483 0.123
H -9.3136 3.8395 -4.5983 0.118
H -9.9099 2.8939 -2.0950 0.139
H -8.4381 4.0165 -1.1691 0.083
H -7.9206 4.5513 -2.7647 0.069
H -6.9739 3.3642 -2.1461 0.082
H -8.1131 1.0320 -3.0969 0.068
H -9.4160 0.7822 -2.3903 0.073
C -3.1946 9.8508 -7.6580 -0.142
O -2.5970 8.7644 -7.0022 -0.167
C -1.1633 8.8753 -7.1552 -0.213
C -0.4121 7.7201 -6.5463 -0.473
C -0.6830 7.5091 -5.0677 -0.059
N 0.9999 7.9732 -6.8230 0.042
H -4.2201 9.4889 -7.7328 0.084
H -2.9308 10.0722 -8.6921 0.088
H -3.2810 10.7352 -7.0268 0.088
H -0.9452 8.8031 -8.2207 0.116
H -0.7124 9.8215 -6.8561 0.128
H -0.8292 6.7953 -6.9448 0.133
H 0.1090 6.8721 -4.6739 0.070
H -1.5981 6.9232 -4.9819 0.082
H -0.6092 8.4494 -4.5213 0.085
H 1.1248 7.5707 -7.7408 0.070
H 1.5763 7.3073 -6.3287 0.066
C -0.0598 5.4389 4.3040 -0.053
O -0.9521 4.7197 3.3595 -0.209
C -2.2897 4.6097 3.7469 -0.204
C -2.7538 3.6395 4.9406 -0.410
C -2.2407 2.1763 4.8953 -0.066
N -4.1847 3.6468 5.1117 0.012
H -0.1519 5.0690 5.3252 0.075
H -0.3608 6.4865 4.3102 0.081
H 0.9651 5.2841 3.9671 0.084
H -2.5594 5.6290 4.0232 0.112
H -2.7727 4.3493 2.8051 0.122
H -2.4204 4.1658 5.8350 0.118
H -2.7938 1.5055 4.2380 0.069
H -2.4043 1.6246 5.8210 0.064
H -1.1735 2.0618 4.7052 0.067
H -4.6163 3.2655 4.2819 0.067
H -4.5497 3.0703 5.8564 0.072
C 8.6214 -3.7275 11.3150 -0.119
O 7.4511 -2.9365 11.2956 -0.202
C 6.2435 -3.5872 10.7932 -0.154
C 4.9611 -2.8126 11.0705 -0.495
C 3.7832 -3.3986 10.3894 -0.082
N 5.0705 -1.4229 10.6679 0.030
H 8.4160 -4.6236 11.9007 0.080
H 9.4795 -3.2262 11.7627 0.086
H 8.9017 -4.0418 10.3097 0.083
H 6.3188 -3.8678 9.7426 0.131
H 6.1261 -4.4885 11.3948 0.120
H 4.6017 -2.6612 12.0883 0.133
H 3.8935 -3.1192 9.3416 0.089
H 2.9584 -2.8983 10.8969 0.079
H 3.5422 -4.4382 10.6113 0.085
H 5.8421 -1.0677 11.2144 0.066
H 4.3123 -0.9295 11.1171 0.071
C 7.9482 -3.2497 1.5760 -0.148
O 7.2965 -2.1509 2.0868 -0.197
C 6.8151 -1.1395 1.1613 -0.152
C 6.1776 -0.0041 2.0279 -0.446
C 5.2013 -0.4153 3.0732 -0.085
N 5.4929 0.8499 1.0780 0.030
H 8.7470 -2.9933 0.8800 0.084
H 7.2515 -3.8564 0.9975 0.081
H 8.3510 -3.9057 2.3476 0.088
H 7.5849 -0.7243 0.5108 0.118
H 6.1721 -1.6042 0.4138 0.118
H 6.9895 0.4145 2.6226 0.138
H 4.3332 -0.8552 2.5822 0.077
H 4.8398 0.4439 3.6381 0.082
H 5.4910 -1.2389 3.7258 0.077
H 4.9266 1.5300 1.5647 0.068
H 4.7883 0.2334 0.6991 0.066
```

* HOMO: -8.40 eV
* SMILES: COC[C@H](C)N.COC[C@H](C)N.COC[C@H](C)N.COC[C@H](C)N.COC[C@H](C)N.COC[C@H](C)N.COC[C@H](C)N.COC[C@H](C)N.COC[C@H](C)N
* Kohn-Sham gap: 8.994 eV

***

Decreasing stability: w, x